[1]
The following is a DFT calculation (ωB97M-V with the def2-TZVPD basis set) of a structure of composition C54H41AsMoN8O9S2.

```
116
Properties=species:S:1:pos:R:3:mulliken_charge:R:1
Mo 0.932 0.129 -0.124 -1.185
N 2.174 2.324 3.705 -0.466
C 1.874 1.916 2.442 0.832
S 0.277 1.220 2.250 -0.500
N 2.774 2.115 1.540 -1.495
N 2.424 1.669 0.268 1.306
C 3.153 2.183 -0.662 -0.745
C 2.977 2.017 -2.087 1.084
C 4.001 2.504 -2.912 -0.533
C 3.887 2.501 -4.284 -0.945
C 2.701 2.028 -4.850 -0.684
C 1.673 1.559 -4.063 -0.655
C 1.785 1.526 -2.661 0.149
O 0.772 1.064 -1.962 -0.095
H 1.570 2.064 4.462 0.198
H 3.128 2.572 3.905 0.233
H 3.955 2.839 -0.331 0.455
H 4.900 2.886 -2.442 0.423
H 4.690 2.870 -4.907 0.424
H 2.582 2.030 -5.927 0.440
H 0.753 1.197 -4.503 0.445
N -0.826 -2.005 2.056 0.335
C 0.500 -2.116 2.157 -0.563
N 1.396 -1.400 1.513 1.701
C 2.692 -1.694 1.970 -0.819
C 3.867 -1.061 1.585 -0.811
C 5.066 -1.476 2.141 -0.545
C 5.116 -2.517 3.065 -0.856
C 3.953 -3.153 3.460 -0.554
C 2.756 -2.723 2.911 1.329
S 1.153 -3.299 3.266 -0.431
H -1.285 -1.171 1.660 -0.198
H -1.375 -2.540 2.706 0.392
H 3.849 -0.278 0.844 0.301
H 5.980 -0.985 1.834 0.484
H 6.066 -2.828 3.479 0.414
H 3.974 -3.961 4.179 0.439
O -0.846 2.816 -0.100 -0.427
C -0.363 1.805 0.079 0.975
O -2.280 0.135 1.317 -0.430
As -3.787 0.610 0.820 1.149
C -4.895 -0.889 0.397 -0.002
C -4.821 -2.006 1.221 -0.214
C -5.550 -3.141 0.906 -0.855
C -6.344 -3.159 -0.233 -0.461
C -6.416 -2.043 -1.053 -0.712
C -5.690 -0.903 -0.739 -0.283
C -4.631 1.568 2.250 -0.149
C -3.910 2.599 2.850 -0.052
C -4.445 3.264 3.940 -0.785
C -5.688 2.894 4.439 -0.484
C -6.399 1.862 3.848 -0.690
C -5.870 1.194 2.751 -0.394
C -3.747 1.798 -0.682 0.114
C -3.049 1.413 -1.824 0.367
C -2.919 2.309 -2.873 -0.687
C -3.475 3.577 -2.786 -0.617
C -4.174 3.956 -1.650 -0.742
C -4.312 3.066 -0.594 -0.821
H -4.183 -1.991 2.098 0.411
H -5.494 -4.015 1.542 0.398
H -6.903 -4.051 -0.486 0.405
H -7.029 -2.064 -1.944 0.405
H -5.729 -0.039 -1.392 0.412
H -2.929 2.871 2.476 0.386
H -3.891 4.068 4.406 0.412
H -6.100 3.412 5.295 0.386
H -7.366 1.575 4.239 0.409
H -6.429 0.392 2.283 0.407
H -2.603 0.429 -1.877 0.284
H -2.363 2.021 -3.756 0.450
H -3.359 4.277 -3.604 0.384
H -4.609 4.944 -1.582 0.402
H -4.855 3.364 0.295 0.390
N 2.221 -0.935 -1.099 0.513
C 2.768 -1.452 -2.109 0.907
C 1.973 -2.148 -3.173 0.732
C 0.663 -1.776 -3.466 -0.481
C -0.089 -2.527 -4.356 -0.682
C 0.449 -3.664 -4.944 -0.750
C 1.751 -4.044 -4.651 -0.994
C 2.514 -3.281 -3.779 -0.242
C 4.256 -1.488 -2.247 -0.471
C 4.838 -0.982 -3.406 -0.112
C 6.219 -0.923 -3.519 -0.910
C 7.021 -1.397 -2.491 -0.706
C 6.441 -1.930 -1.347 -1.006
C 5.061 -1.970 -1.223 -0.244
H 0.234 -0.918 -2.969 0.344
H -1.109 -2.235 -4.574 0.436
H -0.147 -4.255 -5.629 0.428
H 2.173 -4.934 -5.099 0.436
H 3.531 -3.577 -3.549 0.592
H 4.207 -0.609 -4.204 0.543
H 6.667 -0.506 -4.412 0.434
H 8.099 -1.359 -2.583 0.395
H 7.062 -2.321 -0.552 0.498
H 4.598 -2.397 -0.344 0.651
O -2.547 -1.810 -1.398 -0.657
C -1.397 -2.052 -1.063 -0.278
O -0.524 -1.224 -0.638 2.381
C -0.902 -3.484 -1.100 0.683
C -1.752 -4.502 -1.512 -0.576
C -1.258 -5.792 -1.571 -0.628
C 0.047 -6.123 -1.253 -0.879
C 0.852 -5.077 -0.848 -0.143
C 0.411 -3.773 -0.756 0.144
N 2.271 -5.356 -0.527 1.082
O 2.690 -6.467 -0.764 -0.694
O 2.923 -4.449 -0.054 -0.501
N -2.160 -6.880 -2.018 1.080
O -3.300 -6.579 -2.300 -0.634
O -1.699 -8.001 -2.070 -0.649
H -2.773 -4.276 -1.781 0.806
H 0.414 -7.133 -1.330 0.630
H 1.088 -2.984 -0.461 -0.519
```

## Properties
- orbital gap (alpha / beta) (eV) = 6.67 / 7.17
- HOMO (alpha / beta) (eV) = -7.1207 / -7.8238
- spin multiplicity = 3
- M (g mol⁻¹) = 1180.96
- relative energy (zero: lowest compared OMol25 entry of this formula, charge and spin) (eV) = 0.3526

=====

[2]
The following is a DFT calculation (ωB97M-V with the def2-TZVPD basis set) of a structure of composition C54H42Cl2N7O4P2STl.

```
113
Properties=species:S:1:pos:R:3:mulliken_charge:R:1
Tl 0.385 0.256 0.235 1.338
Cl -6.714 1.038 2.491 -0.278
C -5.111 0.395 2.329 -0.199
C -4.159 1.120 1.646 -0.552
C -2.863 0.640 1.431 -0.474
N -1.914 1.367 0.757 0.501
C -2.021 2.678 0.568 -0.043
O -2.899 3.477 0.935 -0.862
C -0.895 3.270 -0.246 0.482
C -0.578 4.617 -0.061 -0.793
C 0.346 5.215 -0.892 -0.804
C 0.919 4.454 -1.904 -0.835
C 0.562 3.122 -2.002 -0.491
N -0.317 2.542 -1.200 0.940
C -2.557 -0.684 1.882 -0.571
C -3.530 -1.363 2.628 -0.696
C -4.785 -0.838 2.855 0.121
Cl -5.942 -1.731 3.799 -0.305
N -1.320 -1.226 1.654 0.955
C -1.120 -2.536 1.607 -1.011
O -1.957 -3.458 1.534 -0.867
C 0.334 -2.949 1.596 0.860
C 0.641 -4.302 1.777 -0.526
C 1.955 -4.711 1.689 -1.108
C 2.936 -3.766 1.418 -1.082
C 2.542 -2.446 1.286 -0.532
N 1.289 -2.050 1.387 1.722
H -4.418 2.101 1.284 0.744
H -1.072 5.159 0.730 0.539
H 0.613 6.257 -0.765 0.375
H 1.628 4.889 -2.593 0.464
H 0.992 2.482 -2.763 0.226
H -3.302 -2.340 3.024 0.600
H -0.166 -4.996 1.966 0.571
H 2.219 -5.752 1.822 0.423
H 3.976 -4.045 1.319 0.509
H 3.262 -1.659 1.100 0.318
N -1.440 -1.437 -2.492 0.024
P -1.915 0.109 -1.869 1.050
C -2.227 0.938 -3.482 1.152
C -2.445 2.312 -3.418 -0.648
C -2.554 3.070 -4.566 -0.957
C -2.441 2.464 -5.806 -0.733
C -2.244 1.094 -5.884 -0.750
C -2.134 0.335 -4.732 -0.735
C -3.679 -0.210 -1.473 1.178
C -4.164 -1.470 -1.137 -0.160
C -5.505 -1.647 -0.840 -0.852
C -6.371 -0.568 -0.837 -0.686
C -5.882 0.700 -1.103 -0.847
C -4.547 0.875 -1.406 -0.539
P -0.149 -2.200 -1.628 1.012
C -0.419 -3.868 -2.386 -0.322
C -0.758 -4.889 -1.507 -0.187
C -0.902 -6.187 -1.964 -0.835
C -0.721 -6.471 -3.308 -0.531
C -0.416 -5.449 -4.195 -0.664
C -0.265 -4.152 -3.739 -0.544
C 1.245 -1.695 -2.722 0.346
C 2.488 -2.289 -2.526 -0.609
C 3.562 -1.946 -3.326 -0.534
C 3.404 -1.010 -4.336 -0.864
C 2.172 -0.404 -4.525 -0.404
C 1.104 -0.731 -3.710 -0.176
H -2.221 -2.082 -2.598 0.559
H -2.489 2.784 -2.450 0.144
H -2.719 4.135 -4.489 0.441
H -2.504 3.062 -6.706 0.359
H -2.167 0.621 -6.856 0.418
H -1.962 -0.731 -4.806 0.391
H -3.502 -2.324 -1.068 -0.021
H -5.872 -2.635 -0.593 0.397
H -7.417 -0.706 -0.603 0.342
H -6.539 1.556 -1.049 0.385
H -4.171 1.871 -1.572 0.112
H -0.912 -4.644 -0.466 0.333
H -1.147 -6.981 -1.272 0.450
H -0.821 -7.488 -3.668 0.349
H -0.287 -5.672 -5.247 0.390
H -0.020 -3.353 -4.425 0.364
H 2.595 -3.029 -1.744 0.378
H 4.527 -2.407 -3.162 0.400
H 4.240 -0.746 -4.970 0.297
H 2.041 0.336 -5.305 0.412
H 0.148 -0.249 -3.844 0.046
C 3.571 -3.852 4.924 -1.822
C 3.245 -2.442 4.514 1.207
C 1.934 -1.987 4.452 -0.563
C 1.650 -0.694 4.039 -0.180
C 2.686 0.158 3.713 -0.001
C 3.996 -0.278 3.769 -0.455
C 4.274 -1.573 4.166 -0.866
S 2.355 1.854 3.189 1.370
O 3.490 2.644 3.664 -0.856
O 1.091 2.233 3.758 -0.756
N 2.227 1.732 1.600 -0.180
C 3.244 1.760 0.739 0.075
C 4.561 2.205 1.033 -0.622
C 5.517 2.194 0.052 -0.587
C 5.189 1.750 -1.229 -0.915
C 3.887 1.335 -1.435 -0.361
N 2.950 1.337 -0.511 0.505
H 2.664 -4.416 5.123 0.335
H 4.193 -3.864 5.819 0.481
H 4.124 -4.352 4.130 0.320
H 1.125 -2.658 4.711 0.205
H 0.636 -0.333 3.960 0.442
H 4.785 0.410 3.500 0.429
H 5.300 -1.920 4.204 0.342
H 4.778 2.559 2.028 0.647
H 6.524 2.540 0.265 0.372
H 5.918 1.737 -2.028 0.415
H 3.570 0.982 -2.410 0.228
```

## Properties
- orbital gap (eV) = 5.49
- charge = -2
- HOMO (eV) = -1.5659
- M (g mol⁻¹) = 1222.28
- relative energy (zero: lowest compared OMol25 entry of this formula, charge and spin) (eV) = 1.0881

=====

The lowest relative energy (zero: lowest compared OMol25 entry of this formula, charge and spin) belongs to which entry? C54H41AsMoN8O9S2

=====

Among the records above, which one has the lowest relative energy (zero: lowest compared OMol25 entry of this formula, charge and spin)? C54H41AsMoN8O9S2

=====

What is the formula in the second record? C54H42Cl2N7O4P2STl